Entry from OMol25: C16H27GdN2 as an isolated structure (the ωB97M-V functional and the def2-TZVPD basis).

Last column: Mulliken charge in e.
Element x y z (Å)
C (-2.7090, 1.0112, -0.4344)  -1.09
H (-2.5271, 2.1081, -0.4318)  0.53
H (-3.3827, 0.8044, -1.2653)  0.38
H (1.9880, 0.9745, 0.2731)  -0.06
C (-3.3952, 0.6103, 0.8700)  -0.05
H (-3.4707, -0.4841, 0.9654)  0.25
H (-2.7910, 0.9376, 1.7387)  0.23
C (-4.8073, 1.2068, 1.0076)  -1.36
H (-5.3197, 0.8147, 1.9009)  0.38
H (-4.7744, 2.3016, 1.0955)  0.33
H (-5.4177, 0.9570, 0.1359)  0.36
C (1.1191, -1.2679, -0.4807)  1.39
C (-0.1660, -1.8840, -0.2534)  0.06
C (-1.0688, -1.4090, -1.2645)  0.92
C (-0.3557, -0.4890, -2.1083)  0.35
C (1.0026, -0.4001, -1.6239)  0.57
C (2.1030, 0.3933, -2.2282)  -1.33
C (-0.9161, 0.2172, -3.2856)  -1.60
C (-2.4266, -1.9513, -1.5137)  -1.45
C (-0.3697, -3.1312, 0.5282)  -1.98
C (2.3886, -1.7306, 0.1322)  -1.56
Gd (-0.4298, 0.6272, 0.0036)  0.64
H (-0.3520, 1.1345, -3.5124)  0.35
H (-0.8679, -0.4345, -4.1764)  0.37
H (-1.9714, 0.4933, -3.1357)  0.31
H (1.7082, 1.2243, -2.8315)  0.36
H (2.7773, 0.8288, -1.4712)  0.15
H (2.7331, -0.2379, -2.8820)  0.37
H (2.2037, -2.2567, 1.0754)  0.40
H (2.9056, -2.4340, -0.5465)  0.31
H (3.0806, -0.9040, 0.3347)  0.30
H (-1.4303, -3.2902, 0.7591)  0.47
H (-0.0275, -4.0247, -0.0372)  0.30
H (0.1917, -3.1070, 1.4705)  0.44
H (-3.1619, -1.1559, -1.6650)  0.29
H (-2.4246, -2.5796, -2.4196)  0.36
H (-2.7685, -2.5705, -0.6785)  0.36
N (2.3046, 1.4921, 3.2909)  0.10
C (3.5427, 1.8776, 2.7873)  -0.40
C (3.4294, 1.9014, 1.4462)  -0.30
N (2.0999, 1.5289, 1.1408)  0.23
C (1.4652, 1.1894, 2.3114)  -0.37
H (2.0710, 1.3985, 4.2731)  0.28
H (4.3687, 2.0883, 3.4306)  0.43
H (4.0950, 2.2554, 0.6919)  0.49
H (0.3850, 1.1236, 2.4361)  0.48

Output
- energy relative to the best compared isomer or geometry (same formula, charge and spin) (kcal/mol) = 65.35
- 2S+1 = 8
- charge = +2
- <S²> = 16.188
- frontier orbital gap (alpha / beta) (eV) = 6.9 / 6.8
- E (hartree) = -1500.35905
- maximum force (hartree/bohr) = 0.0709
- E_HOMO (alpha / beta) (eV) = -14.61 / -14.52


Entry from OMol25: C16H27MnO12P2Sb2 as an isolated structure (the ωB97M-V functional and the def2-TZVPD basis).

Last column: Mulliken charge in e.
Element x y z (Å)
Mn (-1.8112, 0.5816, 1.6550)  0.99
O (-0.2841, -3.4479, 0.4863)  -0.66
C (-0.9404, -2.2866, 0.3981)  0.25
O (-0.4239, -1.2592, 0.0445)  0.53
C (-2.4041, -2.4128, 0.7642)  -0.94
O (-3.0407, -1.1670, 0.6221)  -0.35
C (-3.3301, -0.8075, -0.7354)  -0.42
C (-2.9995, 0.6571, -1.0468)  0.56
O (-3.2444, 1.0244, -2.1902)  -0.74
O (-2.4934, 1.3488, -0.1038)  -0.71
H (0.6434, -3.2619, 0.2676)  0.35
H (-2.8736, -3.1797, 0.1404)  0.49
H (-2.4676, -2.7114, 1.8089)  0.27
H (-2.7432, -1.4183, -1.4243)  0.31
H (-4.3900, -0.9797, -0.9317)  0.36
C (1.7399, 1.2842, -5.0449)  -1.33
Sb (0.5026, 2.4014, -3.6807)  0.67
C (-1.3222, 2.0644, -4.7545)  -1.13
C (0.1842, 0.7362, -2.3156)  -2.12
C (1.4037, -0.0805, -2.0576)  1.56
C (1.5731, -1.2914, -2.7281)  -0.37
C (2.6758, -2.1019, -2.5095)  -0.89
C (3.6484, -1.6997, -1.6044)  -0.59
C (3.4985, -0.4936, -0.9385)  -0.72
C (2.3921, 0.3294, -1.1470)  1.04
C (2.2589, 1.5932, -0.3579)  -1.52
Sb (1.0386, 1.3261, 1.4269)  0.50
C (2.2724, -0.1688, 2.3128)  -1.26
C (1.8153, 3.0130, 2.4870)  -1.32
H (2.7064, 1.0792, -4.5851)  0.34
H (1.8961, 1.8625, -5.9558)  0.41
H (1.2623, 0.3370, -5.2954)  0.33
H (-1.2831, 1.0791, -5.2204)  0.31
H (-1.4695, 2.8225, -5.5232)  0.35
H (-2.1480, 2.0861, -4.0442)  0.27
H (-0.5963, 0.1328, -2.7800)  0.62
H (-0.2365, 1.1589, -1.4028)  0.08
H (0.8035, -1.6072, -3.4244)  0.43
H (2.7757, -3.0393, -3.0430)  0.40
H (4.5185, -2.3175, -1.4194)  0.39
H (4.2546, -0.1774, -0.2280)  0.33
H (1.8052, 2.3990, -0.9366)  0.24
H (3.2352, 1.9322, -0.0078)  0.72
H (3.2951, 0.1957, 2.4163)  0.45
H (2.2607, -1.0415, 1.6599)  0.21
H (1.8713, -0.4610, 3.2829)  0.42
H (2.9018, 2.9593, 2.5527)  0.39
H (1.3856, 3.0181, 3.4877)  0.34
H (1.5227, 3.9314, 1.9794)  0.38
O (-3.6750, 0.2215, 4.1225)  -0.44
P (-2.4790, 1.2189, 4.5874)  0.63
O (-2.8203, 2.0762, 5.7254)  -0.77
O (-2.0109, 1.8209, 3.2764)  -0.49
O (-1.3371, 0.1475, 5.0674)  -0.31
P (-0.9078, -1.2070, 4.3113)  0.51
O (-2.1174, -2.2279, 4.7172)  -0.54
O (0.3703, -1.7046, 4.8465)  -0.78
O (-1.0872, -0.9814, 2.8260)  0.37
H (-3.7630, -0.5403, 4.7079)  0.30
H (-1.8127, -2.7656, 5.4561)  0.29

Output
- energy relative to the best compared isomer or geometry (same formula, charge and spin) (kcal/mol) = 3.76
- 2S+1 = 6
- charge = -1
- <S²> = 8.754
- frontier orbital gap (alpha / beta) (eV) = 8.0 / 8.3
- E (hartree) = -3843.45869
- maximum force (hartree/bohr) = 0.0021
- E_HOMO (alpha / beta) (eV) = -5.62 / -5.84


Entry from OMol25: an isolated ion of composition C16H27N2 and charge +1 (the ωB97M-V functional and the def2-TZVPD basis).

Last column: Mulliken charge in e.
Element x y z (Å)
C (-0.4294, 0.6018, -0.2067)  0.02
C (-0.9537, -0.6582, -0.2415)  -0.11
C (1.0740, 0.7547, -0.3102)  0.78
N (-2.2855, -0.9269, -0.1547)  0.35
N (1.6291, 1.9543, -0.1657)  0.19
C (1.1061, -1.6380, 1.6600)  -1.76
C (2.2502, -2.9908, -0.1243)  -2.00
C (-0.0429, -1.8601, -0.5375)  -1.44
C (1.9637, -0.4951, -0.4211)  -1.41
C (-2.9668, -1.8170, -1.0898)  -0.55
C (-3.2924, -0.0837, 0.4960)  -0.66
C (0.8475, 3.0991, 0.2040)  -0.65
C (3.0213, 2.2663, -0.0406)  -0.59
C (-4.1684, -2.1835, -0.2542)  -0.80
C (-4.6490, -0.8659, 0.2850)  -0.66
C (1.6924, 4.2094, -0.3107)  -0.97
C (3.1439, 3.7059, -0.0203)  -0.55
C (1.3242, -1.7425, 0.1727)  1.90
H (-1.0987, 1.5207, -0.2017)  0.01
H (0.3744, -2.3022, 2.0661)  0.41
H (0.8086, -0.5845, 1.9465)  0.32
H (1.9480, -1.8042, 2.3553)  0.41
H (3.2159, -3.0732, 0.3436)  0.43
H (2.4667, -3.0735, -1.1417)  0.46
H (1.6529, -3.8350, 0.2551)  0.45
H (-0.4929, -2.8494, -0.2855)  0.57
H (0.1715, -1.9024, -1.5713)  0.42
H (2.0720, -0.7371, -1.4520)  0.37
H (2.8995, -0.2862, 0.1239)  0.49
H (-2.3647, -2.7283, -1.3086)  0.36
H (-3.2613, -1.3241, -2.0295)  0.31
H (-3.3497, 0.9044, 0.0336)  0.27
H (-2.9977, -0.0461, 1.5324)  0.40
H (-0.1950, 3.1432, -0.0441)  0.39
H (0.8185, 3.1438, 1.3180)  0.32
H (3.5041, 1.9368, -0.9779)  0.34
H (3.4811, 1.7415, 0.8043)  0.37
H (-3.9145, -2.8387, 0.5471)  0.31
H (-4.9498, -2.6268, -0.8362)  0.42
H (-5.1729, -0.3508, -0.5025)  0.34
H (-5.1828, -0.8921, 1.2185)  0.34
H (1.5634, 4.2691, -1.3794)  0.30
H (1.4360, 5.1520, 0.0916)  0.47
H (3.4155, 4.1212, 0.9437)  0.33
H (3.8875, 3.9921, -0.7899)  0.32

Output
- energy relative to the best compared isomer or geometry (same formula, charge and spin) (kcal/mol) = 10.12
- charge = +1
- SMILES string = CC1(C)CC(N2CCCC2)=CC(=[N+]2CCCC2)C1
- frontier orbital gap (eV) = 8.2
- E (hartree) = -735.12067
- maximum force (hartree/bohr) = 0.0716
- E_HOMO (eV) = -11.63


Entry from OMol25: C16H27N2Nd as an isolated structure (the ωB97M-V functional and the def2-TZVPD basis).

Last column: Mulliken charge in e.
Element x y z (Å)
C (-1.2598, -2.5549, 0.4403)  -1.24
H (-1.3052, -2.8336, 1.5063)  0.54
H (-2.1664, -2.8477, -0.0966)  0.35
H (1.2550, 1.7420, 0.9050)  0.30
C (0.0165, -3.0569, -0.2328)  0.36
H (0.0656, -2.7112, -1.2821)  0.05
H (0.9377, -2.6503, 0.2572)  0.12
C (0.1702, -4.5966, -0.2210)  -1.46
H (1.0668, -4.9000, -0.7719)  0.40
H (0.2574, -4.9613, 0.8061)  0.34
H (-0.6931, -5.0793, -0.6854)  0.37
C (-0.1074, 1.7408, -1.0554)  -0.25
C (-0.0575, 0.5882, -1.9044)  0.08
C (-1.3212, -0.0775, -1.8027)  0.83
C (-2.1050, 0.6013, -0.8134)  0.24
C (-1.3501, 1.7194, -0.3387)  1.16
C (-1.7982, 2.6889, 0.7029)  -1.79
C (-3.4336, 0.1459, -0.3181)  -1.35
C (-1.8024, -1.2034, -2.6505)  -1.34
C (1.0522, 0.2374, -2.8342)  -1.69
C (0.8642, 2.8781, -1.1044)  -1.07
Nd (-0.1593, -0.4078, 0.4847)  1.08
H (-3.8756, 0.8893, 0.3563)  0.45
H (-4.1245, -0.0113, -1.1610)  0.33
H (-3.3679, -0.8119, 0.2283)  0.23
H (-2.2686, 2.1753, 1.5575)  0.40
H (-0.9634, 3.2915, 1.0883)  0.35
H (-2.5475, 3.3912, 0.2985)  0.35
H (1.9073, 2.5410, -0.9938)  0.46
H (0.8069, 3.4043, -2.0733)  0.33
H (0.6598, 3.6264, -0.3256)  0.34
H (1.0250, -0.8279, -3.1021)  0.40
H (0.9875, 0.8165, -3.7715)  0.35
H (2.0355, 0.4443, -2.3862)  0.33
H (-1.9497, -2.1283, -2.0781)  0.21
H (-2.7733, -0.9489, -3.1061)  0.40
H (-1.0932, -1.4168, -3.4592)  0.37
N (1.6355, 1.4854, 2.9080)  -0.44
C (2.5751, 0.7606, 3.5176)  -0.11
C (3.1412, -0.0892, 2.5735)  -1.02
C (2.4899, 0.1074, 1.3727)  0.09
N (1.4805, 1.0400, 1.6243)  0.24
H (0.9373, 2.0878, 3.3348)  0.26
H (2.8294, 0.9148, 4.5570)  0.49
H (3.9552, -0.7752, 2.7394)  0.46
H (2.6000, -0.3390, 0.3871)  0.71

Output
- energy relative to the best compared isomer or geometry (same formula, charge and spin) (kcal/mol) = 0.73
- 2S+1 = 4
- charge = +2
- <S²> = 3.765
- frontier orbital gap (alpha / beta) (eV) = 5.0 / 5.1
- E (hartree) = -1296.10305
- maximum force (hartree/bohr) = 0.0638
- E_HOMO (alpha / beta) (eV) = -13.72 / -13.82